DFT (ωB97M-V/def2-TZVPD) results for a 13-piece molecular cluster, C50H101N7O16 overall in a non-equilibrium geometry.

Calculated values
Frontier orbital gap: 0.3252 Ha
LUMO energy: 0.07 eV
E_tot: -3552.79211 Ha

Atoms and positions in Å:
O  -7.9085  -24.9895  -27.4876
C  -7.1044  -24.8376  -26.5754
N  -6.2412  -25.8536  -26.3596
C  -7.0683  -23.5970  -25.7298
H  -5.7045  -25.8673  -25.5041
H  -6.1427  -26.6391  -26.9867
H  -7.8714  -23.8480  -25.0368
H  -7.3416  -22.7371  -26.3412
H  -6.0524  -23.4526  -25.3622
O  -13.4762  -28.3471  -26.8114
C  -13.0534  -27.9499  -25.7624
N  -13.7701  -27.1760  -25.0088
C  -11.6726  -28.3493  -25.3143
H  -13.4992  -27.0865  -24.0400
H  -14.6896  -26.8357  -25.2512
H  -11.0350  -28.5761  -26.1688
H  -11.8292  -29.2751  -24.7608
H  -11.1560  -27.6849  -24.6216
O  1.7742  -32.8377  -24.4085
C  0.7712  -33.3260  -24.9276
N  0.4678  -34.5782  -24.7246
C  -0.2178  -32.4841  -25.6635
H  1.1597  -34.9998  -24.1216
H  -0.3736  -34.9947  -25.0969
H  -0.3994  -33.0154  -26.5978
H  0.3340  -31.5472  -25.7402
H  -1.0950  -32.1878  -25.0883
O  -3.6108  -32.9706  -21.9353
C  -3.3316  -34.1247  -21.7142
N  -2.4918  -34.4515  -20.7850
C  -3.8448  -35.3348  -22.5097
H  -1.9447  -35.3004  -20.7716
H  -2.1995  -33.7215  -20.1511
H  -4.9289  -35.2522  -22.5879
H  -3.5922  -36.2705  -22.0110
H  -3.2575  -35.3252  -23.4279
C  -5.9536  -26.9625  -22.1543
C  -4.8347  -25.8769  -21.8916
N  -3.8514  -25.8311  -22.9400
C  -2.9867  -24.6654  -22.7239
C  -2.0211  -24.7207  -21.4649
C  -3.0805  -27.1318  -22.9790
C  -1.9696  -27.1307  -23.9772
H  -6.2892  -26.7856  -23.1762
H  -6.8456  -26.8206  -21.5441
H  -5.6328  -27.9847  -21.9534
H  -5.3380  -24.9201  -22.0304
H  -4.4057  -25.9461  -20.8920
H  -2.4771  -24.4779  -23.6690
H  -3.4878  -23.7216  -22.5093
H  -2.5865  -24.7578  -20.5337
H  -1.2577  -25.4929  -21.5603
H  -1.4920  -23.7829  -21.2959
H  -3.7294  -27.9744  -23.2178
H  -2.6622  -27.3468  -21.9956
H  -1.0955  -26.5946  -23.6074
H  -2.2834  -26.8674  -24.9873
H  -1.6778  -28.1766  -23.8821
C  -1.9859  -20.1491  -31.3141
C  -2.3271  -21.3922  -30.4525
N  -1.1868  -22.1286  -29.7785
C  -0.2915  -22.6372  -30.8172
C  0.8687  -23.4547  -30.2285
C  -1.7965  -23.2135  -28.9721
C  -2.4977  -24.3784  -29.7310
H  -1.1480  -19.6517  -30.8255
H  -2.7288  -19.3547  -31.2421
H  -1.8786  -20.4464  -32.3572
H  -2.9555  -20.9540  -29.6772
H  -2.9243  -22.0682  -31.0644
H  0.0775  -21.8075  -31.4201
H  -0.7971  -23.2535  -31.5605
H  1.7300  -23.5695  -30.8865
H  0.6013  -24.4538  -29.8842
H  1.2721  -22.9133  -29.3728
H  -1.0474  -23.6555  -28.3152
H  -2.4965  -22.7384  -28.2848
H  -1.8402  -24.9328  -30.4007
H  -2.8592  -25.1859  -29.0943
H  -3.3510  -23.9341  -30.2433
C  -8.0446  -30.9581  -29.2404
C  -7.0005  -29.9436  -28.6810
N  -5.5394  -30.3511  -28.5783
C  -5.4229  -31.5624  -27.8465
C  -5.7885  -31.4877  -26.3840
C  -5.0022  -30.6291  -29.9349
C  -4.7142  -29.3428  -30.7498
H  -9.0886  -30.6512  -29.1786
H  -7.8797  -31.9508  -28.8214
H  -7.8909  -30.9794  -30.3193
H  -7.0429  -29.0061  -29.2355
H  -7.2168  -29.5727  -27.6791
H  -5.9355  -32.3990  -28.3214
H  -4.3485  -31.7428  -27.8124
H  -5.6575  -32.4793  -25.9508
H  -5.1084  -30.7555  -25.9486
H  -6.7432  -31.0938  -26.0354
H  -5.6109  -31.3884  -30.4258
H  -3.9718  -30.9846  -29.9323
H  -3.8177  -28.8279  -30.4046
H  -5.5644  -28.6616  -30.7150
H  -4.6075  -29.6910  -31.7772
O  -2.9286  -36.0708  -28.0085
C  -2.3873  -36.7248  -28.8876
O  -1.3926  -37.4992  -28.5673
C  -0.8794  -38.3085  -29.5890
C  -1.9062  -38.0465  -30.7173
C  -2.6038  -36.7734  -30.3817
H  -0.8311  -39.3676  -29.3360
H  0.0750  -37.9933  -30.0107
H  -2.5496  -38.9250  -30.7666
H  -1.5217  -37.8993  -31.7266
H  -3.6542  -36.6620  -30.6510
H  -2.0642  -35.9183  -30.7887
O  -12.4530  -35.3517  -33.8314
C  -12.8922  -34.8771  -32.7588
O  -12.1339  -34.7265  -31.6190
C  -12.9290  -34.0631  -30.5847
C  -14.3713  -34.1860  -30.9717
C  -14.3131  -34.4489  -32.4676
H  -12.4647  -33.0883  -30.4350
H  -12.7642  -34.6576  -29.6860
H  -14.8739  -33.2359  -30.7908
H  -14.7599  -35.0516  -30.4351
H  -14.5480  -33.4942  -32.9383
H  -14.9442  -35.2361  -32.8800
O  -8.8261  -30.2193  -38.6338
C  -8.7503  -30.2346  -37.4060
O  -9.6474  -30.8776  -36.7297
C  -9.2744  -30.8652  -35.3546
C  -8.3690  -29.5910  -35.2347
C  -7.6711  -29.6707  -36.5408
H  -8.6769  -31.7365  -35.0863
H  -10.1270  -30.7878  -34.6799
H  -7.7146  -29.6303  -34.3639
H  -8.9793  -28.6879  -35.2386
H  -6.7666  -30.2706  -36.4402
H  -7.3753  -28.6688  -36.8518
O  -0.3671  -32.4233  -32.4393
C  0.4126  -31.6115  -31.9492
O  1.1476  -31.8990  -30.8875
C  1.9211  -30.7517  -30.4905
C  1.2383  -29.6069  -31.1628
C  0.7143  -30.2402  -32.4548
H  2.9119  -30.9112  -30.9160
H  1.8224  -30.6795  -29.4074
H  2.0288  -28.8828  -31.3603
H  0.4682  -29.3000  -30.4551
H  1.5538  -30.2931  -33.1479
H  -0.1613  -29.7898  -32.9224
O  -11.0315  -37.1072  -26.2638
C  -9.9094  -37.2208  -26.6520
O  -9.5344  -36.7621  -27.8426
C  -8.1976  -36.9463  -28.0948
C  -7.7039  -37.9716  -27.0077
C  -8.8456  -38.0832  -25.9845
H  -7.6395  -36.0103  -28.1177
H  -7.9645  -37.3658  -29.0734
H  -6.7815  -37.6165  -26.5482
H  -7.4558  -38.8928  -27.5350
H  -8.6000  -37.4990  -25.0976
H  -9.0709  -39.0847  -25.6180
O  -13.7754  -27.1132  -33.3631
C  -12.9186  -26.6462  -32.6075
O  -12.2067  -27.5004  -31.8511
C  -11.2346  -26.8082  -31.0516
C  -11.5590  -25.3150  -31.2323
C  -12.5988  -25.2366  -32.3805
H  -10.2640  -26.9567  -31.5248
H  -11.2216  -27.0226  -29.9830
H  -10.6992  -24.6669  -31.4024
H  -12.0736  -24.9513  -30.3429
H  -12.1064  -24.9326  -33.3042
H  -13.3758  -24.4962  -32.1902

These are the Löwdin partial charges, in e, on atoms 1 to 99: number 1, O, carries 0.00; number 2, C, carries -0.62; number 3, N, carries 0.16; number 4, C, carries 0.00; number 5, H, carries 0.08; number 6, H, carries 0.11; number 7, H, carries 0.09; number 8, H, carries 0.09; number 9, H, carries 0.08; number 10, O, carries 0.05; number 11, C, carries -0.68; number 12, N, carries 0.16; number 13, C, carries -0.01; number 14, H, carries 0.11; number 15, H, carries 0.12; number 16, H, carries 0.08; number 17, H, carries 0.08; number 18, H, carries 0.07; number 19, O, carries 0.01; number 20, C, carries -0.66; number 21, N, carries 0.16; number 22, C, carries -0.01; number 23, H, carries 0.12; number 24, H, carries 0.11; number 25, H, carries 0.08; number 26, H, carries 0.08; number 27, H, carries 0.09; number 28, O, carries 0.04; number 29, C, carries -0.66; number 30, N, carries 0.15; number 31, C, carries 0.00; number 32, H, carries 0.11; number 33, H, carries 0.12; number 34, H, carries 0.08; number 35, H, carries 0.07; number 36, H, carries 0.08; number 37, C, carries -0.07; number 38, C, carries -0.27; number 39, N, carries -0.19; number 40, C, carries -0.24; number 41, C, carries -0.08; number 42, C, carries -0.26; number 43, C, carries -0.10; number 44, H, carries 0.06; number 45, H, carries 0.06; number 46, H, carries 0.06; number 47, H, carries 0.11; number 48, H, carries 0.10; number 49, H, carries 0.10; number 50, H, carries 0.10; number 51, H, carries 0.06; number 52, H, carries 0.06; number 53, H, carries 0.06; number 54, H, carries 0.11; number 55, H, carries 0.11; number 56, H, carries 0.07; number 57, H, carries 0.08; number 58, H, carries 0.08; number 59, C, carries -0.10; number 60, C, carries -0.25; number 61, N, carries -0.16; number 62, C, carries -0.28; number 63, C, carries -0.09; number 64, C, carries -0.25; number 65, C, carries -0.08; number 66, H, carries 0.07; number 67, H, carries 0.06; number 68, H, carries 0.07; number 69, H, carries 0.11; number 70, H, carries 0.10; number 71, H, carries 0.11; number 72, H, carries 0.10; number 73, H, carries 0.07; number 74, H, carries 0.06; number 75, H, carries 0.07; number 76, H, carries 0.10; number 77, H, carries 0.11; number 78, H, carries 0.06; number 79, H, carries 0.06; number 80, H, carries 0.06; number 81, C, carries -0.06; number 82, C, carries -0.22; number 83, N, carries -0.17; number 84, C, carries -0.33; number 85, C, carries -0.09; number 86, C, carries -0.26; number 87, C, carries -0.08; number 88, H, carries 0.07; number 89, H, carries 0.06; number 90, H, carries 0.06; number 91, H, carries 0.09; number 92, H, carries 0.09; number 93, H, carries 0.10; number 94, H, carries 0.12; number 95, H, carries 0.07; number 96, H, carries 0.07; number 97, H, carries 0.06; number 98, H, carries 0.11; number 99, H, carries 0.11